Entry 1:
Here is a 2-piece molecular cluster, C3H8IN overall from OMol25. Energies are from ωB97M-V/def2-TZVPD.

Last columns: bonded neighbours and bond lengths (Å).
Element x y z (Å)
1 C 0.621 -0.786 1.187  C3 1.560, H6 1.065, H7 1.063, H8 1.107
2 C -0.926 1.205 -0.586  N4 1.387, H9 1.172, H10 1.085, H11 1.095
3 C 0.049 -1.022 -0.244  C1 1.560, N4 1.390, H12 1.185, H13 1.187
4 N -0.328 0.044 -1.052  C2 1.387, C3 1.390
5 I 2.245 1.785 -0.889  no bonds
6 H 1.477 -0.221 0.898  C1 1.065
7 H -0.195 -0.321 1.686  C1 1.063
8 H 0.786 -1.829 1.519  C1 1.107
9 H -2.031 0.860 -0.400  C2 1.172
10 H -0.719 1.824 0.280  C2 1.085
11 H -0.862 1.981 -1.357  C2 1.095
12 H 0.727 -1.725 -0.915  C3 1.185
13 H -0.845 -1.794 -0.128  C3 1.187


Entry 2:
Here is a 2-piece molecular cluster, C4H11NO2S overall from OMol25. Energies are from ωB97M-V/def2-TZVPD.

## Properties
**Charge**: -1
**Spin multiplicity**: 2
**⟨S²⟩**: 0.759

Last columns: bonded neighbours and bond lengths (Å).
Element x y z (Å)
1 C -0.392 -1.641 0.418  N2 1.469, H8 1.099, H9 1.085, H10 1.078
2 N -0.398 -0.224 0.806  C1 1.469, C3 1.467, H11 1.010
3 C 0.536 0.634 0.067  N2 1.467, C4 1.528, C6 1.563, H12 1.092
4 C 1.991 0.167 0.112  C3 1.528, S5 1.792, H13 1.088, H14 1.102
5 S 2.564 0.002 1.801  C4 1.792
6 C 0.125 0.871 -1.422  C3 1.563, O7 1.327, H15 1.106, H16 1.109
7 O 0.266 -0.201 -2.191  C6 1.327
8 H -1.193 -2.157 0.966  C1 1.099
9 H 0.544 -2.132 0.665  C1 1.085
10 H -0.547 -1.717 -0.646  C1 1.078
11 H -0.055 -0.183 1.755  N2 1.010
12 H 0.479 1.609 0.555  C3 1.092
13 H 2.618 0.892 -0.402  C4 1.088
14 H 2.077 -0.782 -0.442  C4 1.102
15 H 0.734 1.738 -1.740  C6 1.106
16 H -0.923 1.230 -1.359  C6 1.109
17 H -2.172 0.321 0.727  O19 1.000
18 H -3.142 0.931 -0.291  O19 0.958
19 O -3.112 0.643 0.622  H17 1.000, H18 0.958


Entry 3:
Here is the molecule C14H20N2O2 from OMol25. Energies are from ωB97M-V/def2-TZVPD.

## Properties
**SMILES**: COc1ccc(CNC(=O)C2CCNCC2)cc1

Last columns: bonded neighbours and bond lengths (Å).
Element x y z (Å)
1 C -5.526 -1.201 -0.408  O2 1.406, H19 1.095, H20 1.095, H21 1.089
2 O -4.403 -1.322 0.430  C1 1.406, C3 1.361
3 C -3.444 -0.357 0.381  O2 1.361, C4 1.390, C18 1.397
4 C -3.474 0.756 -0.450  C3 1.390, C5 1.386, H22 1.079
5 C -2.434 1.672 -0.414  C4 1.386, C6 1.385, H23 1.081
6 C -1.363 1.508 0.447  C5 1.385, C7 1.507, C17 1.393
7 C -0.195 2.460 0.441  C6 1.507, N8 1.453, H24 1.092, H25 1.093
8 N 0.907 1.896 -0.320  C7 1.453, C9 1.352, H26 1.008
9 C 1.900 1.192 0.270  N8 1.352, O10 1.214, C11 1.529
10 O 2.058 1.169 1.473  C9 1.214
11 C 2.799 0.461 -0.727  C9 1.529, C12 1.537, C16 1.536, H27 1.096
12 C 4.085 -0.045 -0.052  C11 1.537, C13 1.541, H28 1.091, H29 1.091
13 C 3.909 -1.492 0.450  C12 1.541, N14 1.448, H30 1.094, H31 1.092
14 N 2.557 -1.758 0.896  C13 1.448, C15 1.454, H32 1.017
15 C 1.620 -1.713 -0.216  N14 1.454, C16 1.543, H33 1.097, H34 1.092
16 C 2.024 -0.721 -1.327  C11 1.536, C15 1.543, H35 1.092, H36 1.092
17 C -1.339 0.391 1.279  C6 1.393, C18 1.377, H37 1.080
18 C -2.362 -0.530 1.248  C3 1.397, C17 1.377, H38 1.078
19 H -5.242 -1.214 -1.466  C1 1.095
20 H -6.091 -0.288 -0.194  C1 1.095
21 H -6.148 -2.068 -0.193  C1 1.089
22 H -4.295 0.923 -1.130  C4 1.079
23 H -2.471 2.532 -1.069  C5 1.081
24 H 0.179 2.614 1.456  C7 1.092
25 H -0.473 3.421 0.002  C7 1.093
26 H 0.763 1.798 -1.313  N8 1.008
27 H 3.053 1.170 -1.524  C11 1.096
28 H 4.305 0.605 0.796  C12 1.091
29 H 4.922 0.006 -0.750  C12 1.091
30 H 4.142 -2.206 -0.345  C13 1.094
31 H 4.589 -1.681 1.283  C13 1.092
32 H 2.314 -1.053 1.586  N14 1.017
33 H 1.561 -2.722 -0.644  C15 1.097
34 H 0.632 -1.459 0.173  C15 1.092
35 H 2.670 -1.217 -2.055  C16 1.092
36 H 1.131 -0.381 -1.855  C16 1.092
37 H -0.508 0.252 1.954  C17 1.080
38 H -2.352 -1.398 1.888  C18 1.078


Entry 4:
Here is a 2-piece molecular cluster, C32H27N2O2S overall from OMol25. Energies are from ωB97M-V/def2-TZVPD.

## Properties
**Charge**: +1

Last columns: bonded neighbours and bond lengths (Å).
Element x y z (Å)
1 C -5.255 0.428 4.040  C2 1.380, C19 1.380, H20 1.078
2 C -5.188 -0.050 2.747  C1 1.380, C3 1.380, H21 1.078
3 C -3.968 -0.383 2.193  C2 1.380, C4 1.385, H22 1.077
4 C -2.805 -0.235 2.930  C3 1.385, C5 1.514, C18 1.384
5 C -1.450 -0.584 2.353  C4 1.514, C6 1.550, N17 1.420, H23 1.103
6 C -0.855 -1.815 3.083  C5 1.550, C7 1.526, H24 1.096, H25 1.098
7 C 0.627 -2.010 2.775  C6 1.526, N8 1.465, H26 1.096, H27 1.095
8 N 1.320 -0.725 2.885  C7 1.465, C9 1.419, C16 1.394
9 C 2.698 -0.585 3.197  N8 1.419, C10 1.397, C14 1.393
10 C 3.105 0.750 3.136  C9 1.397, C11 1.380, S15 1.769
11 C 4.416 1.094 3.393  C10 1.380, C12 1.381, H28 1.075
12 C 5.327 0.107 3.713  C11 1.381, C13 1.386, H29 1.077
13 C 4.930 -1.220 3.778  C12 1.386, C14 1.380, H30 1.077
14 C 3.622 -1.576 3.523  C9 1.393, C13 1.380, H31 1.075
15 S 1.758 1.810 2.699  C10 1.769, C16 1.773
16 C 0.622 0.451 2.617  N8 1.394, S15 1.773, N17 1.288
17 N -0.631 0.577 2.345  C5 1.420, C16 1.288
18 C -2.880 0.259 4.221  C4 1.384, C19 1.379, H32 1.078
19 C -4.099 0.585 4.777  C1 1.380, C18 1.379, H33 1.078
20 H -6.209 0.679 4.476  C1 1.078
21 H -6.090 -0.166 2.170  C2 1.078
22 H -3.909 -0.750 1.183  C3 1.077
23 H -1.587 -0.854 1.293  C5 1.103
24 H -0.991 -1.677 4.162  C6 1.096
25 H -1.435 -2.715 2.836  C6 1.098
26 H 1.095 -2.733 3.452  C7 1.096
27 H 0.769 -2.384 1.756  C7 1.095
28 H 4.712 2.126 3.337  C11 1.075
29 H 6.353 0.368 3.913  C12 1.077
30 H 5.651 -1.980 4.028  C13 1.077
31 H 3.310 -2.604 3.571  C14 1.075
32 H -1.967 0.399 4.777  C18 1.078
33 H -4.146 0.962 5.786  C19 1.078
34 C -10.021 3.014 -1.827  O35 1.411, H52 1.092, H53 1.090, H54 1.090
35 O -9.177 3.218 -0.715  C34 1.411, C36 1.399
36 C -7.820 2.949 -0.925  O35 1.399, C37 1.403, C51 1.399
37 C -6.944 3.138 0.154  C36 1.403, C38 1.374, H55 1.076
38 C -5.595 2.899 0.045  C37 1.374, C39 1.403, H56 1.076
39 C -5.048 2.454 -1.168  C38 1.403, C40 1.450, C50 1.401
40 C -3.644 2.176 -1.395  C39 1.450, O41 1.384, C49 1.399
41 O -3.335 1.747 -2.675  C40 1.384, C42 1.383
42 C -2.020 1.462 -2.990  O41 1.383, C43 1.416, C47 1.392
43 C -0.980 1.596 -2.038  C42 1.416, C44 1.406, C48 1.412
44 C 0.336 1.286 -2.425  C43 1.406, C45 1.379, H57 1.076
45 C 0.611 0.858 -3.706  C44 1.379, C46 1.387, H58 1.078
46 C -0.413 0.729 -4.633  C45 1.387, C47 1.379, H59 1.077
47 C -1.711 1.028 -4.277  C42 1.392, C46 1.379, H60 1.075
48 C -1.332 2.031 -0.741  C43 1.412, C49 1.372, H61 1.078
49 C -2.638 2.313 -0.433  C40 1.399, C48 1.372, H62 1.076
50 C -5.927 2.267 -2.244  C39 1.401, C51 1.371, H63 1.077
51 C -7.273 2.505 -2.134  C36 1.399, C50 1.371, H64 1.074
52 H -11.046 3.256 -1.541  C34 1.092
53 H -9.727 3.669 -2.648  C34 1.090
54 H -9.985 1.971 -2.140  C34 1.090
55 H -7.366 3.483 1.081  C37 1.076
56 H -4.952 3.054 0.894  C38 1.076
57 H 1.129 1.385 -1.705  C44 1.076
58 H 1.622 0.621 -3.995  C45 1.078
59 H -0.200 0.394 -5.634  C46 1.077
60 H -2.519 0.935 -4.979  C47 1.075
61 H -0.559 2.124 0.005  C48 1.078
62 H -2.893 2.639 0.560  C49 1.076
63 H -5.501 1.928 -3.173  C50 1.077
64 H -7.913 2.350 -2.983  C51 1.074


Entry 5:
Here is a 2-piece molecular cluster, C6H17N2 overall from OMol25. Energies are from ωB97M-V/def2-TZVPD.

## Properties
**Charge**: +1

Last columns: bonded neighbours and bond lengths (Å).
Element x y z (Å)
1 N 3.709 -1.912 1.136  H9 1.062, H10 0.998, H11 0.965
2 C -0.549 -0.295 0.692  C3 1.525, C6 1.501, H12 1.096
3 C -1.271 -0.477 -0.640  C2 1.525, C4 1.571, H13 1.112, H14 1.159
4 C -0.373 -0.412 -1.928  C3 1.571, C5 1.541, H15 1.097, H16 1.083
5 C -1.078 -0.839 -3.230  C4 1.541, H17 1.100, H18 1.080, H19 1.132
6 C -1.195 0.532 1.764  C2 1.501, N7 1.493, H20 1.104, H21 1.190
7 N -1.048 2.017 1.795  C6 1.493, C8 1.407, H22 1.082
8 C 0.307 2.314 1.554  N7 1.407, H23 1.055, H24 1.085, H25 1.142
9 H 4.195 -2.827 1.372  N1 1.062
10 H 2.893 -1.948 0.563  N1 0.998
11 H 3.864 -1.252 1.823  N1 0.965
12 H -0.009 -1.188 1.028  C2 1.096
13 H -2.085 0.271 -0.758  C3 1.112
14 H -1.749 -1.516 -0.830  C3 1.159
15 H -0.114 0.649 -2.024  C4 1.097
16 H 0.566 -0.930 -1.775  C4 1.083
17 H -1.786 -0.073 -3.577  C5 1.100
18 H -1.525 -1.817 -3.127  C5 1.080
19 H -0.182 -0.921 -3.917  C5 1.132
20 H -0.698 0.413 2.743  C6 1.104
21 H -2.378 0.442 1.855  C6 1.190
22 H -1.693 2.570 1.125  N7 1.082
23 H 0.959 2.398 2.380  C8 1.055
24 H 0.721 1.503 0.965  C8 1.085
25 H 0.520 3.297 1.013  C8 1.142


Computed E (eV) in order:
-12827.432; -20745.857; -21917.985; -51526.742; -9466.462
Computed largest force on an atom (eV Å⁻¹) in order:
3.66; 0.93; 0.79; 2.63; 4.83